29
Properties=species:S:1:pos:R:3:nbo_charge:R:1 method="wB97M-V/def2-TZVPD" e_lumo_ev="-4.20 / -4.20" homo_lumo_gap_ev="7.8 / 7.8" charge=+1
C 1.70298 -2.27257 1.92457 -0.602
C -1.39946 2.99723 0.03289 -0.608
C 1.56349 0.64946 0.33598 -0.724
C 1.20313 -1.44109 -0.97384 -0.745
C 0.48309 -1.38830 1.47203 -0.515
C -1.27724 1.88682 -1.02578 -0.538
C 0.82586 -0.64306 0.19996 0.406
C -1.39123 0.50666 -0.42290 -0.075
N -1.79264 -0.33781 -1.60572 -0.815
I -2.92735 0.09112 1.07790 0.143
H 1.88185 -3.01559 1.17438 0.210
H 1.29865 -2.98813 2.75973 0.251
H 2.57985 -1.54610 2.21710 0.231
H -1.04439 3.93457 -0.36259 0.232
H -0.65630 2.89939 0.77354 0.210
H -2.32819 3.18855 0.45655 0.230
H 2.52402 0.50586 0.95540 0.259
H 0.94121 1.37189 0.80865 0.244
H 1.98553 1.03788 -0.59493 0.227
H 2.17206 -1.11148 -1.46963 0.262
H 0.42888 -1.49215 -1.76770 0.218
H 1.40935 -2.51451 -0.59459 0.254
H -0.24620 -2.04093 1.14646 0.212
H 0.01047 -0.80353 2.28892 0.250
H -2.11847 2.08795 -1.71909 0.202
H -0.32721 1.95082 -1.55762 0.227
H -2.78754 0.01623 -2.06198 0.450
H -1.77101 -1.36108 -1.22984 0.460
H -0.94318 -0.16809 -2.23785 0.441